# C36H34Cl2IN6O5SZr

A molecular structure, C36H34Cl2IN6O5SZr (the ωB97M-V functional and the def2-TZVPD basis, the Open Molecules 2025 dataset).

Each line ends with the Löwdin charge.
Positions of all 86 atoms, in Å:
Zr: 0.171 -0.010 0.120  1.45
C: 0.234 2.268 -4.155  -0.04
C: -1.003 1.751 -3.472  -0.29
N: -2.163 1.833 -4.219  0.09
C: -3.120 0.965 -4.143  -0.14
C: -3.172 -0.252 -3.344  -0.27
C: -3.993 -1.372 -3.937  -0.24
O: -5.364 -1.329 -3.493  -0.08
C: -2.610 -0.358 -2.120  -0.05
C: -2.196 0.909 -1.432  -0.34
N: -1.829 0.802 -0.026  -0.17
C: -2.831 0.713 0.892  -0.39
C: -4.134 0.258 0.600  -0.02
C: -5.106 0.172 1.582  -0.10
C: -4.841 0.535 2.897  -0.13
C: -3.576 1.012 3.216  -0.18
C: -2.615 1.105 2.229  -0.62
I: -0.736 1.921 2.687  1.01
C: -0.951 1.323 -2.188  -0.29
O: 0.199 1.214 -1.504  -0.31
H: 0.294 1.876 -5.172  0.07
H: 1.126 1.970 -3.606  0.06
H: 0.216 3.360 -4.224  0.07
H: -3.920 1.116 -4.874  0.10
H: -3.613 -2.346 -3.640  0.08
H: -3.980 -1.328 -5.032  0.11
H: -5.561 -0.407 -3.299  0.07
H: -2.972 1.684 -1.552  0.15
H: -4.350 -0.071 -0.409  0.10
H: -6.089 -0.198 1.313  0.10
H: -5.602 0.457 3.663  0.09
H: -3.343 1.319 4.227  0.09
C: 3.238 -3.468 4.890  -0.08
C: 3.081 -1.971 5.115  -0.22
N: 3.193 -1.209 3.872  -0.14
C: 4.524 -0.700 3.562  -0.27
C: 4.758 0.694 4.126  -0.08
C: 2.119 -1.030 3.072  -0.67
S: 2.371 -0.057 1.669  0.61
N: 1.021 -1.655 3.523  0.11
C: -0.153 -1.685 2.916  -0.43
O: -0.473 -1.176 1.814  -0.24
C: -1.242 -2.419 3.634  -0.12
C: -0.986 -3.134 4.800  -0.03
C: -2.014 -3.804 5.445  -0.09
C: -3.303 -3.757 4.930  -0.09
C: -3.562 -3.042 3.769  -0.07
C: -2.534 -2.377 3.118  -0.01
H: 3.182 -4.005 5.839  0.07
H: 4.199 -3.696 4.427  0.07
H: 2.445 -3.828 4.236  0.07
H: 3.864 -1.600 5.781  0.11
H: 2.120 -1.753 5.573  0.11
H: 4.663 -0.705 2.483  0.07
H: 5.238 -1.409 3.988  0.11
H: 4.058 1.398 3.678  0.06
H: 5.773 1.027 3.905  0.07
H: 4.621 0.706 5.209  0.07
H: 0.024 -3.157 5.187  0.10
H: -1.811 -4.364 6.349  0.10
H: -4.107 -4.278 5.436  0.10
H: -4.566 -2.995 3.367  0.10
H: -2.726 -1.815 2.213  0.11
O: 1.395 -3.000 -2.793  0.00
C: -0.898 -3.073 -3.331  -0.29
C: -1.589 -6.081 -4.667  -0.10
C: -2.351 -7.035 -4.157  -0.10
C: -3.580 -5.177 -1.039  0.00
O: -3.972 -6.189 -0.742  0.02
N: -0.383 -1.658 -0.957  -0.55
H: -0.518 -6.062 -4.508  0.05
H: -2.007 -5.260 -5.235  0.04
H: -1.932 -7.840 -3.565  0.04
H: -3.425 -7.039 -4.300  0.04
Cl: 3.122 0.323 -1.606  0.67
C: 2.503 -0.996 -2.571  -0.57
C: 2.905 -1.017 -3.954  -0.12
C: 2.145 -1.476 -4.978  -0.08
C: 0.819 -2.032 -4.855  -0.02
C: 0.410 -2.640 -3.724  -0.37
Cl: -1.447 -2.551 -1.929  1.11
C: 1.645 -1.884 -2.017  -0.42
N: 1.020 -1.897 -0.796  -0.16
H: 3.833 -0.510 -4.194  0.09
H: 2.516 -1.311 -5.984  0.10
H: 0.106 -1.894 -5.658  0.12

- total charge = -1
- energy relative to the best compared isomer or geometry (same formula, charge and spin) (eV) = 16.243
- HOMO level (alpha / beta) (eV) = -3.91 / -3.91
- E_tot (eV) = -102316.602